(1)
{
  "formula": "C7H17PS2",
  "method": "ωB97M-V/def2-TZVPD",
  "symbols": ["S", "S", "P", "C", "C", "C", "C", "C", "C", "C", "H", "H", "H", "H", "H", "H", "H", "H", "H", "H", "H", "H", "H", "H", "H", "H", "H"],
  "coordinates": [[1.0094, -1.1328, 0.9280], [0.6483, 0.1888, -2.2583], [0.6913, 0.6139, -0.3767], [3.2739, 1.1914, 0.8397], [-0.5596, -3.0513, -0.3803], [-2.3603, 0.6797, 0.5869], [0.8684, -2.5241, -0.3379], [-1.0455, 1.5121, 0.6504], [2.0163, 1.8674, 0.1280], [-2.8509, 0.6161, -0.7919], [-3.8244, 0.1668, -0.6802], [1.1465, -1.9313, -1.3100], [4.1170, 1.2151, 0.2580], [-2.2395, -0.3142, 1.0713], [-2.2772, -0.1445, -1.3925], [-0.5649, 1.7284, 1.6071], [3.6358, 1.6399, 1.8297], [1.6243, -3.2711, -0.2389], [2.8740, 0.2259, 1.0873], [-2.9962, 1.5025, -1.2284], [-1.2828, 2.4930, 0.3128], [-0.6588, -3.7482, -1.1971], [-3.0373, 1.2656, 1.2215], [1.4664, 2.6338, 0.5410], [-0.8676, -3.4427, 0.5081], [2.3641, 2.2069, -0.8715], [-1.1708, -2.1869, -0.5063]],
  "mulliken_charge": [-0.32, -0.40, 0.49, -0.56, -0.76, -0.25, -0.35, -1.23, -0.81, -1.22, 0.35, 0.07, 0.31, 0.26, 0.22, 0.51, 0.26, 0.47, 0.07, 0.48, 0.51, 0.35, 0.34, 0.51, 0.36, 0.34, -0.01],
  "e_lumo_ev": 0.637,
  "relative_energy_kcal_mol": 27.7,
  "smiles": "CCC[P@@](=S)(CC)SCC"
}

***

(2)
{
  "formula": "C5H10O",
  "method": "ωB97M-V/def2-TZVPD",
  "symbols": ["O", "C", "C", "C", "C", "C", "H", "H", "H", "H", "H", "H", "H", "H", "H", "H"],
  "coordinates": [[1.1616, -0.6302, -1.2253], [-1.7573, 0.3350, 0.7797], [-1.6888, 0.1654, -0.7109], [0.7329, -0.2714, 0.0804], [1.6196, -1.0197, 1.0663], [-0.7430, -0.5954, 0.1898], [-1.2968, 1.0085, -1.2785], [0.8739, 0.8131, 0.2351], [0.3953, -0.4656, -1.7922], [1.4221, -0.7087, 2.0973], [2.6725, -0.8211, 0.8404], [-2.4739, -0.3831, -1.2224], [-2.6056, -0.0961, 1.3029], [1.4597, -2.1003, 0.9867], [-1.4140, 1.2849, 1.1807], [-0.9442, -1.6613, 0.2868]],
  "mulliken_charge": [-0.55, -0.61, -0.66, 0.42, -1.37, -0.20, 0.32, 0.16, 0.40, 0.34, 0.35, 0.28, 0.25, 0.34, 0.23, 0.32],
  "e_lumo_ev": 1.118,
  "relative_energy_kcal_mol": 23.0,
  "smiles": "C[C@@H](O)C1CC1"
}

***

(3)
{
  "formula": "C9H17NO8S",
  "method": "ωB97M-V/def2-TZVPD",
  "symbols": ["S", "O", "O", "O", "O", "O", "O", "O", "O", "N", "C", "C", "C", "C", "C", "C", "C", "C", "C", "H", "H", "H", "H", "H", "H", "H", "H", "H", "H", "H", "H", "H", "H", "H", "H", "H"],
  "coordinates": [[2.9490, 1.2074, -0.5472], [2.3998, 2.4853, -0.2436], [-0.5799, 3.8737, 1.2365], [0.0592, -1.7234, -0.0688], [-1.9854, 4.1339, -0.4853], [-0.5821, -0.8318, -1.9799], [4.2477, 1.2611, -1.1380], [0.3546, -4.9623, 4.5336], [1.5848, -0.9092, -1.3987], [-0.4791, -3.7303, 2.8471], [-1.6859, 1.0836, -0.8165], [1.8371, 0.4312, -1.7842], [0.5352, -4.3758, 3.4844], [-1.6966, 2.1496, -1.9193], [0.2976, -1.1771, -1.0597], [-1.1766, 3.5155, -1.4884], [1.8824, -4.3127, 2.8056], [-1.8132, -0.3167, -1.4223], [-1.6455, 3.8151, 0.7853], [-1.3886, -3.7554, 3.2760], [-1.0333, 1.7916, -2.7151], [-2.6811, 2.2730, -2.3714], [-2.4864, 3.4712, 1.4089], [2.5957, -3.8406, 3.4791], [0.9491, 1.0564, -1.8053], [1.8474, -3.7431, 1.8765], [-2.2365, -0.9984, -0.6922], [2.2139, -5.3254, 2.5828], [2.9849, 0.3920, 0.5556], [-2.4926, -0.2441, -2.2660], [-0.3646, -3.2366, 1.9801], [-1.2282, 4.1644, -2.3624], [-2.5825, 1.2133, -0.2040], [-0.8462, 1.1889, -0.1243], [2.3632, 0.4900, -2.7319], [-0.1172, 3.4856, -1.2270]],
  "mulliken_charge": [0.88, -0.55, -0.41, -0.47, -0.35, -0.37, -0.61, -0.63, -0.40, -0.32, -0.31, 0.41, 0.58, -0.60, 0.67, -0.63, -0.69, -0.90, 0.06, 0.19, 0.36, 0.35, 0.45, 0.24, -0.47, 0.19, 0.33, 0.24, 0.18, 0.44, 0.24, 0.37, 0.51, 0.32, 0.38, 0.33],
  "e_lumo_ev": 0.325,
  "relative_energy_kcal_mol": 24.0,
  "smiles": "O=COCCCCOC(=O)OC[SH](=O)=O.CC(N)=O"
}

***

Which orbital gap belongs to each record? In order, 9.19, 11.25, 9.97 eV.
Which molecular weight belongs to each record? In order, 196.3, 86.1, 299.3 g/mol.